No. 1
ORCA calculation (wB97M-V/def2-TZVPD) on C25H43BF4N6O2PRbS4 as an isolated structure in a non-equilibrium geometry.

Geometry as ORCA input:
```
! RIJCOSX wB97M-V def2-TZVPD def2/J DEFGRID3
* xyz -2 1
Rb 0.1796 2.8703 0.1384
O 3.8847 8.8672 0.9329
C 3.5112 7.7343 1.1776
S 2.0782 7.3364 2.1099
C 2.1001 5.5776 1.9254
C 3.0881 5.0910 1.1448
S 3.4913 3.4347 0.7226
S 4.1845 6.2864 0.4476
S 0.8375 4.7637 2.8286
N -3.6201 1.8511 0.2540
C -4.0283 0.7837 -0.5397
C -4.2095 0.9310 -1.9159
C -4.6650 -0.1371 -2.6704
C -4.9394 -1.3670 -2.0865
C -4.7589 -1.5128 -0.7178
C -4.3186 -0.4484 0.0523
H -3.0162 1.5850 1.0203
H -3.2478 2.6410 -0.2550
H -3.9856 1.8712 -2.4012
H -4.7763 0.0030 -3.7382
H -5.2767 -2.2006 -2.6891
H -4.9612 -2.4641 -0.2381
H -4.1933 -0.5629 1.1236
O -0.1919 0.7617 1.4939
P 0.5670 -0.4590 1.8519
N 1.7600 -0.7689 0.7504
C 2.5488 0.2931 0.0948
C 3.9589 -0.2836 0.0490
C 3.7088 -1.7771 -0.1200
C 2.5064 -2.0263 0.7890
N -0.4051 -1.7886 1.9634
C -0.0832 -3.0217 2.6856
C -0.5766 -4.1345 1.7624
C -1.7760 -3.4860 1.0775
C -1.2793 -2.0711 0.8080
N 1.2987 -0.3785 3.3478
C 2.4318 0.5733 3.4230
C 2.6756 0.6721 4.9171
C 1.2595 0.7116 5.4903
C 0.4019 -0.0752 4.4824
H 2.5232 1.2337 0.6482
H 2.1783 0.4954 -0.9165
H 4.4781 -0.0769 0.9867
H 4.5477 0.1559 -0.7549
H 4.5630 -2.4001 0.1486
H 3.4422 -2.0002 -1.1566
H 2.8393 -2.2550 1.8108
H 1.8890 -2.8589 0.4383
H -0.6280 -3.0530 3.6383
H 0.9795 -3.0875 2.9197
H -0.8186 -5.0507 2.3024
H 0.1880 -4.3700 1.0178
H -2.6264 -3.4640 1.7644
H -2.0900 -3.9908 0.1645
H -2.0849 -1.3409 0.7502
H -0.7135 -2.0163 -0.1287
H 2.1750 1.5585 3.0116
H 3.2867 0.1836 2.8720
H 3.2603 1.5532 5.1748
H 3.2073 -0.2193 5.2647
H 0.9100 1.7422 5.5449
H 1.2041 0.2847 6.4934
H -0.4433 0.5336 4.1471
H 0.0080 -1.0068 4.8970
F -3.5971 3.3263 -3.9839
B -2.2275 3.0305 -3.9606
F -1.7446 3.1959 -2.6439
F -1.5267 3.8341 -4.8456
F -2.0557 1.6658 -4.3105
C -1.5505 -1.6588 -3.8021
C -0.0733 -1.3983 -3.5336
C 0.6971 -2.7140 -3.4800
C 0.5093 -0.5003 -4.6281
N 0.0622 -0.8147 -2.1865
N -0.6205 0.4070 -1.9404
H -1.6724 -2.2220 -4.7304
H -2.0998 -0.7237 -3.9039
H -1.9954 -2.2305 -2.9858
H 0.6238 -3.2453 -4.4300
H 0.3026 -3.3507 -2.6867
H 1.7564 -2.5370 -3.2781
H 0.4213 -0.9800 -5.6055
H 1.5695 -0.3096 -4.4413
H -0.0131 0.4536 -4.6923
H 1.0461 -0.6432 -2.0082
H -1.5778 0.1856 -1.6881
H -0.6725 1.0023 -2.7661
*
```

Properties
Maximum force   1.03 eV Å⁻¹
Orbital gap   4.3 eV

No. 2
ORCA calculation (wB97M-V/def2-TZVPD) on one molecule with the formula C4H6F2.

Geometry as ORCA input:
```
! RIJCOSX wB97M-V def2-TZVPD def2/J DEFGRID3
* xyz 0 1
C -0.8627 0.8988 0.6916
C 0.0848 0.4033 -0.3454
C -0.0055 -1.0343 -0.7739
C 1.1544 -0.5651 0.0537
H -1.0771 0.1373 1.4495
H 0.3351 1.1630 -1.0930
H 0.1307 -1.2666 -1.8371
H -0.7457 -1.6636 -0.2609
H 2.1213 -0.4611 -0.4219
H 1.2271 -0.9008 1.0939
F -2.0326 1.2982 0.1212
F -0.3298 1.9910 1.3224
*
```

Properties
Maximum force   0.59 eV Å⁻¹
Structure (SMILES)   FC(F)C1CC1
Orbital gap   12.5 eV

No. 3
ORCA calculation (wB97M-V/def2-TZVPD) on a 2-piece molecular cluster, CH3NOS2 overall in a non-equilibrium geometry.

Geometry as ORCA input:
```
! RIJCOSX wB97M-V def2-TZVPD def2/J DEFGRID3
* xyz 0 3
C 2.0033 0.0964 -0.2371
N 1.1274 0.8583 -0.8181
O -0.4397 -2.3063 1.1356
S 3.4193 -0.0992 0.4072
S 0.2848 -2.0182 -0.3816
H 1.5269 1.7826 -1.0011
H 0.2980 0.5900 -1.2252
H -0.1182 -3.1142 1.4793
*
```

Properties
Maximum force   4.63 eV Å⁻¹
Orbital gap (spin up / spin down)   7.0 / 7.3 eV

No. 4
ORCA calculation (wB97M-V/def2-TZVPD) on one molecule with the formula Cl2H2N2S2 in a non-equilibrium geometry.

Geometry as ORCA input:
```
! RIJCOSX wB97M-V def2-TZVPD def2/J DEFGRID3
* xyz 0 1
N -0.2309 -0.4367 0.2729
N -0.2288 0.7630 -0.4620
S -0.4335 -1.8943 -0.6738
S -0.5782 1.9700 0.7519
Cl 1.2633 -0.5617 1.4261
Cl 1.0123 1.1282 -1.6787
H 0.8007 -2.3686 -0.9994
H -1.6050 1.4001 1.3630
*
```

Properties
Maximum force   2.35 eV Å⁻¹
Structure (SMILES)   SN(Cl)N(S)Cl
Orbital gap   8.5 eV

No. 5
ORCA calculation (wB97M-V/def2-TZVPD) on one molecule with the formula C2H4ClIO2S in a non-equilibrium geometry.

Geometry as ORCA input:
```
! RIJCOSX wB97M-V def2-TZVPD def2/J DEFGRID3
* xyz 0 1
C 1.4776 -0.2641 0.1092
C -1.0254 0.8184 -0.4718
O -0.4815 -1.7677 -0.6723
O -0.6286 -0.7702 1.5957
S -0.1995 -0.7177 0.2415
Cl -0.6939 2.1207 0.5808
I -2.9620 -0.0971 -0.3084
H 2.0559 -1.0162 -0.1931
H 1.5581 0.6811 -0.4228
H 1.6297 0.0326 1.1445
H -0.7303 0.9802 -1.6032
*
```

Properties
Maximum force   4.84 eV Å⁻¹
Orbital gap   9.7 eV

No. 6
ORCA calculation (wB97M-V/def2-TZVPD) on one molecule with the formula C5H11N in a non-equilibrium geometry.

Geometry as ORCA input:
```
! RIJCOSX wB97M-V def2-TZVPD def2/J DEFGRID3
* xyz 0 1
C 2.2373 -0.4658 -0.1810
C 1.0237 0.0170 0.8032
C -0.3004 -0.0322 0.1550
C -0.5319 0.3844 -1.0971
N -1.8435 0.6668 -1.6747
C -1.3545 -0.3836 1.1838
H 2.0065 -0.2036 -1.1157
H 3.0920 -0.0060 0.2258
H 2.3298 -1.4763 -0.0426
H 1.3051 -0.5777 1.6457
H 1.0904 1.0870 0.9987
H 0.2022 0.3393 -1.9942
H -2.5055 0.6963 -0.9527
H -2.0148 1.4561 -2.2447
H -1.0090 -0.9368 2.1431
H -1.9004 -1.1472 0.7007
H -1.8269 0.5824 1.4467
*
```

Properties
Maximum force   5.13 eV Å⁻¹
Structure (SMILES)   CC/C(C)=C/N
Orbital gap   8.9 eV

Quick rundown of relative energy (zero: lowest compared OMol25 entry of this formula, charge and spin), same order as above: 76.0, 14.1, 91.3, 181.6, 79.6, 218.6 kJ/mol